CHN3O2 | ωB97M-V/def2-TZVPD

Its energy is -353.370585 Ha. As for the spin multiplicity: 1. The energy relative to the best compared isomer or geometry (same formula, charge and spin) is 39.3 kcal/mol. As for the orbital gap: 9.308 eV. Its lowest unoccupied orbital energy is -1.538 eV.

Each line ends with the natural charge from an NBO analysis.
Geometry (Å):
H: -1.4876 0.0756 0.9097  0.428
O: -0.5385 1.6539 -1.0811  -0.608
O: 1.1876 0.1300 -0.9434  -0.581
N: 0.1297 -1.0792 0.8491  0.142
C: 0.1257 0.7230 -0.7065  0.876
N: -0.5556 -0.0474 0.5339  -0.473
N: 1.1387 -1.4561 0.4382  0.217

Force components x, y, z for each atom (eV/Å):
H 0.1 0.0 0.0
O 0.3 -0.3 0.1
O -0.5 0.2 0.1
N 1.0 -0.3 -0.5
C 0.2 0.1 -0.2
N -0.1 0.0 0.1
N -1.0 0.4 0.4

C5H11N3 | ωB97M-V/def2-TZVPD

Its energy is -361.025427 Ha. As for the spin multiplicity: 1. The energy relative to the best compared isomer or geometry (same formula, charge and spin) is 228.4 kcal/mol. As for the orbital gap: 8.747 eV. Its lowest unoccupied orbital energy is 0.672 eV.

Each line ends with the natural charge from an NBO analysis.
Geometry (Å):
H: -1.8207 -0.0708 1.8061  0.222
N: 1.0704 1.1665 -0.5019  -0.660
N: -0.3741 -0.9976 -1.1938  -0.820
H: -0.2026 0.3042 -1.7700  0.295
N: -2.5320 0.2200 -0.2264  -0.883
H: -3.3543 -0.3260 0.2176  0.406
H: 1.5579 2.0117 -0.5443  0.393
H: 0.4486 0.7705 1.2879  0.168
H: -1.5642 -0.9407 -1.0934  0.387
H: 3.1526 0.4658 0.2453  0.187
H: 1.2487 -1.9277 0.2850  0.217
H: -2.7378 1.1757 -0.8580  0.419
H: 2.4386 -0.6040 -1.0491  0.209
H: 1.3114 -0.7864 1.6829  0.202
C: 1.0620 -0.9290 0.7358  -0.401
C: 2.0713 0.0478 -0.1884  -0.243
C: 0.0237 0.7578 0.3344  -0.019
C: -0.2821 -0.6428 0.1460  -0.046
C: -1.5174 0.3048 0.6843  -0.031

Force components x, y, z for each atom (eV/Å):
H 1.1 2.0 -2.5
N 1.0 -2.2 -2.6
N -4.3 3.6 -2.2
H -0.3 -4.4 1.3
N -3.8 2.0 -2.0
H 1.4 1.9 -1.5
H -0.2 1.8 0.5
H -0.4 1.2 2.0
H 3.2 -0.4 -1.9
H -3.1 -0.9 -0.4
H 0.8 0.0 1.2
H 0.3 -3.7 2.6
H -1.0 1.3 0.6
H 0.4 0.0 4.3
C 2.1 -4.0 -6.0
C 1.0 -0.4 0.5
C -3.1 3.1 2.5
C 1.5 1.0 1.4
C 3.3 -1.7 2.2

C4H14N2O2 | ωB97M-V/def2-TZVPD

Its energy is -420.487186 Ha. As for the spin multiplicity: 1. The energy relative to the best compared isomer or geometry (same formula, charge and spin) is 199.5 kcal/mol. As for the orbital gap: 3.276 eV. Its lowest unoccupied orbital energy is -4.228 eV.

Each line ends with the natural charge from an NBO analysis.
Geometry (Å):
N: -2.4394 -0.0556 0.4904  -0.357
H: 1.0014 1.3772 -1.4906  0.367
H: -3.2900 -0.2263 1.0355  0.329
H: 2.2768 0.9887 -0.3713  0.440
H: 1.9845 -0.9082 -0.7012  0.509
H: -0.5660 1.5806 0.0868  0.181
C: 0.4790 -0.0596 1.1045  -0.426
H: 0.5218 -2.1895 0.6917  0.180
H: -3.7237 0.3063 -1.1760  0.224
O: 1.0426 -1.2055 -1.0054  -0.729
H: 1.4696 -0.1804 1.5456  0.253
C: 0.4167 1.3472 0.4865  -0.224
H: -1.9310 0.2248 -1.5097  0.232
H: -0.7431 -1.3600 -0.1456  0.146
H: -0.2483 -0.0730 1.9206  0.213
O: 3.1109 -0.1986 0.0086  -1.145
H: -2.9410 -1.2088 -0.7287  0.300
H: 0.6619 1.9960 1.3381  0.216
C: 0.2814 -1.2416 0.1755  -0.060
H: 4.0110 -0.3525 -0.3119  0.456
C: -2.7492 -0.0919 -0.8778  -0.461
N: 1.3743 1.5305 -0.5656  -0.644

Force components x, y, z for each atom (eV/Å):
N -0.1 0.7 0.1
H 0.0 -0.1 0.0
H -0.1 0.2 -0.1
H 0.9 0.0 0.0
H 0.2 -0.2 0.0
H -0.4 0.0 0.3
C 0.1 -0.6 0.8
H 0.2 0.3 0.5
H -0.1 0.0 -0.1
O -0.1 0.5 0.1
H 0.0 0.2 0.0
C 0.6 0.0 -1.0
H 0.2 -0.5 -0.2
H -0.2 0.1 0.0
H 0.0 -0.1 -0.1
O 0.4 -0.2 -0.1
H 0.3 0.0 -1.3
H 0.0 0.2 -0.1
C 0.0 -0.6 -0.9
H -0.3 0.2 0.0
C -0.6 -0.2 1.5
N -0.9 0.3 0.6

C4H8N2O2 | ωB97M-V/def2-TZVPD

Its energy is -417.068079 Ha. Its structure (SMILES) is [H]/N=C\C(C)=O.C=NO. As for the spin multiplicity: 1. The energy relative to the best compared isomer or geometry (same formula, charge and spin) is 117.9 kcal/mol. As for the orbital gap: 9.735 eV. Its lowest unoccupied orbital energy is 0.120 eV.

Each line ends with the natural charge from an NBO analysis.
Geometry (Å):
H: -1.5683 2.0053 1.0228  0.209
C: -0.8597 1.2116 1.2926  -0.165
N: 0.4431 1.3302 1.0137  -0.111
C: -0.9751 -0.2528 -0.6198  -0.018
C: 0.9503 -1.7920 0.2766  -0.735
N: -1.5005 0.3315 -1.6617  -0.572
H: 1.3932 -1.3650 1.1782  0.258
H: 0.1089 -2.4206 0.5766  0.221
O: 0.5635 2.2718 0.0024  -0.555
H: 1.4210 2.0585 -0.4147  0.489
O: 1.2576 -0.2525 -1.5450  -0.561
H: -0.8047 0.3590 -2.4213  0.357
C: 0.5395 -0.7005 -0.6681  0.549
H: 1.6941 -2.4373 -0.1992  0.245
H: -1.5510 -0.9618 -0.0093  0.189
H: -1.1119 0.6146 2.1762  0.200

Force components x, y, z for each atom (eV/Å):
H 0.2 -0.6 -0.6
C 3.2 1.5 1.4
N -3.7 -0.2 0.0
C 0.5 -1.2 -3.6
C 0.3 -0.3 0.0
N 0.5 -1.7 1.8
H 0.0 0.1 0.0
H -0.1 0.2 0.0
O 0.7 -0.2 0.1
H -0.4 0.2 0.3
O -0.5 -0.3 0.9
H 0.3 0.9 0.6
C -0.6 0.4 -1.0
H 0.0 0.2 0.0
H -0.4 1.2 0.6
H 0.2 -0.1 -0.5

H2O4S2 | ωB97M-V/def2-TZVPD

Its energy is -1098.271251 Ha. Its structure (SMILES) is O=[S@@H](=S)OOO. As for the spin multiplicity: 1. The energy relative to the best compared isomer or geometry (same formula, charge and spin) is 137.8 kcal/mol. As for the orbital gap: 10.112 eV. Its lowest unoccupied orbital energy is 0.018 eV.

Each line ends with the natural charge from an NBO analysis.
Geometry (Å):
O: -0.9901 0.8229 -0.5960  -0.007
H: -2.2746 1.3406 0.7203  0.475
S: 0.9661 -0.6329 -0.2494  1.544
H: 0.4487 -1.1259 1.1330  0.074
O: 0.3198 -1.4578 -1.2264  -0.881
S: 2.8457 -0.4616 0.0052  -0.357
O: 0.3594 0.9142 -0.3891  -0.405
O: -1.6751 0.6005 0.6023  -0.444

Force components x, y, z for each atom (eV/Å):
O -1.8 0.3 -1.6
H 0.1 0.8 -0.3
S 0.0 -1.7 2.8
H 0.6 1.4 -2.6
O 0.3 0.3 0.0
S -0.8 0.2 -0.5
O 1.1 -0.2 1.3
O 0.5 -1.1 1.0

C3H9NO2 | ωB97M-V/def2-TZVPD

Its energy is -324.538093 Ha. As for the spin multiplicity: 2. The energy relative to the best compared isomer or geometry (same formula, charge and spin) is 54.9 kcal/mol. As for the orbital gap (alpha / beta): 6.438 / 2.870 eV. Its charge is +1. As for the expectation value of S²: 0.758. Its lowest unoccupied orbital energy (alpha / beta) is -5.450 / -9.017 eV.

Each line ends with the Löwdin spin population.
Geometry (Å):
N: -1.9196 1.7423 2.6295  0.000
H: 2.5517 -1.2574 -4.0067  0.020
H: 1.0979 -0.5541 -0.6735  0.005
C: 1.5978 -1.2600 -3.4982  0.485
O: 0.6763 -1.1462 -1.3295  0.231
H: -0.9151 -0.0462 2.8071  0.000
H: 2.5212 -1.9146 -1.6591  0.007
H: -2.0160 2.7120 2.4076  0.000
C: -0.8580 0.8741 2.2375  0.000
H: 0.8729 -0.5741 -3.9228  0.017
O: -0.9374 0.4899 0.8419  0.000
H: -2.6714 1.2296 3.0522  0.000
H: -1.7191 -0.0758 0.7790  0.000
C: 1.6218 -1.5545 -2.1463  0.236
H: 0.0969 1.3350 2.4811  0.000

Force components x, y, z for each atom (eV/Å):
N 0.3 -1.7 0.6
H 0.1 -0.7 -0.2
H -0.6 -0.5 1.1
C 0.2 1.1 -0.4
O 0.6 0.5 -1.8
H -0.1 0.0 0.4
H 0.2 -0.2 -0.2
H 0.1 0.0 -0.1
C -0.8 0.8 0.0
H -0.6 -0.5 0.1
O 0.7 -0.2 -0.1
H -0.4 0.7 0.0
H 0.1 0.2 -0.1
C -0.3 0.5 1.5
H 0.3 0.0 -0.8